Molecular formula: C34H48MoN2PS3Sb2Se4
Method: DFT, ωB97M-V with the def2-TZVPD basis set

The geometry in XYZ format:
```
95
C34H48MoN2PS3Sb2Se4 (ωB97M-V with the def2-TZVPD basis set)
Mo 0.582 -0.226 0.335
C -2.481 -3.827 -2.157
C -1.530 -2.642 -1.993
C -0.214 -2.943 -2.698
P -1.250 -2.119 -0.242
C -2.932 -2.133 0.509
C -3.930 -1.236 -0.223
C -2.921 -1.870 2.011
C -0.365 -3.469 0.557
C -0.927 -4.725 0.777
C -0.200 -5.768 1.323
C -0.818 -7.115 1.561
C 1.133 -5.523 1.641
C 1.716 -4.286 1.447
C 0.967 -3.226 0.913
N 1.532 -1.937 0.764
C 2.957 -1.892 0.951
C 3.798 -2.180 -0.126
C 3.252 -2.639 -1.445
C 5.172 -2.087 0.068
C 5.719 -1.763 1.304
C 7.203 -1.641 1.487
C 4.854 -1.573 2.374
C 3.474 -1.643 2.225
C 2.577 -1.557 3.427
H -2.673 -3.974 -3.222
H -3.447 -3.681 -1.674
H -2.031 -4.746 -1.777
H -1.989 -1.763 -2.458
H 0.311 -3.769 -2.211
H 0.448 -2.079 -2.727
H -0.415 -3.236 -3.730
H -3.237 -3.175 0.350
H -3.678 -0.184 -0.106
H -4.919 -1.385 0.215
H -4.002 -1.462 -1.289
H -2.832 -0.806 2.214
H -2.107 -2.391 2.520
H -3.865 -2.218 2.434
H -1.967 -4.897 0.522
H -1.856 -7.136 1.229
H -0.803 -7.375 2.621
H -0.279 -7.897 1.024
H 1.731 -6.323 2.064
H 2.750 -4.135 1.718
H 2.419 -2.023 -1.778
H 2.882 -3.666 -1.372
H 4.023 -2.610 -2.212
H 5.832 -2.282 -0.771
H 7.738 -1.962 0.594
H 7.549 -2.246 2.326
H 7.488 -0.607 1.693
H 5.260 -1.370 3.360
H 3.159 -1.331 4.320
H 2.063 -2.508 3.589
H 1.801 -0.801 3.320
S -3.634 1.875 1.767
Sb -1.669 2.865 1.879
S -0.275 0.477 2.221
S -0.907 3.081 -0.485
C 2.159 3.721 2.667
C 3.110 3.002 1.712
C 3.426 1.600 2.207
C 2.686 3.132 0.257
C 2.779 4.416 -0.277
C 2.583 4.660 -1.620
C 2.444 3.591 -2.491
C 2.370 2.285 -2.031
C 2.544 1.172 -3.050
C 3.800 0.371 -2.697
C 1.358 0.257 -3.309
C 2.331 2.089 -0.628
N 1.805 0.906 -0.109
H 2.423 3.501 3.703
H 1.133 3.388 2.510
H 2.181 4.803 2.534
H 4.062 3.546 1.726
H 2.523 1.035 2.409
H 3.989 1.672 3.141
H 4.031 1.041 1.492
H 3.038 5.234 0.387
H 2.615 5.671 -2.004
H 2.413 3.764 -3.560
H 2.746 1.693 -3.991
H 3.707 -0.086 -1.712
H 4.682 1.014 -2.682
H 3.968 -0.424 -3.427
H 1.133 -0.335 -2.426
H 1.596 -0.430 -4.125
H 0.460 0.813 -3.574
Se -0.910 3.395 -4.446
Sb -2.561 2.175 -3.354
Se -2.798 -0.041 -4.555
Se -4.637 2.579 -2.422
Se -1.174 0.957 -1.030
```

Summary:
**F_max**: 0.841 eV Å⁻¹
**Expectation value of S²**: 0.754
**LUMO energy (spin up / spin down)**: -1.8 / -2.4 eV
**HOMO level (spin up / spin down)**: -0.2865 / -0.2861 Ha
**Spin multiplicity**: 2



Molecular formula: C34H49Br48INO3
Method: DFT, ωB97M-V with the def2-TZVPD basis set

The geometry in XYZ format:
```
136
C34H49Br48INO3 (ωB97M-V with the def2-TZVPD basis set)
C 5.043 -3.070 3.116
C 5.152 -3.821 1.779
O 5.807 -3.069 0.753
C 5.226 -1.846 0.459
O 5.636 -0.806 0.948
C 4.134 -1.908 -0.592
C 2.927 -0.994 -0.235
C 1.828 -1.792 0.480
C 0.419 -1.134 0.704
C -0.655 -2.174 0.243
C -2.101 -1.885 0.710
C -2.764 -2.972 1.569
I -2.264 -2.888 3.636
C 0.168 0.156 -0.112
C 0.650 1.491 0.536
C -0.571 2.305 0.992
C 1.391 2.323 -0.535
N 1.610 1.281 1.660
O 2.048 2.403 2.126
C 1.180 0.344 2.740
C 2.499 -0.246 3.327
C 0.495 1.070 3.913
C 0.296 -0.811 2.206
H 4.941 -3.765 3.958
H 4.151 -2.428 3.115
H 5.906 -2.405 3.225
H 5.738 -4.739 1.938
H 4.156 -4.162 1.446
H 4.605 -1.652 -1.559
H 3.827 -2.960 -0.717
H 3.353 -0.191 0.378
H 2.554 -0.550 -1.167
H 2.221 -2.142 1.447
H 1.692 -2.699 -0.134
H -0.590 -2.184 -0.856
H -0.315 -3.167 0.584
H -2.737 -1.860 -0.192
H -2.191 -0.899 1.174
H -3.851 -2.879 1.467
H -2.505 -3.974 1.198
H 0.526 0.065 -1.149
H -0.925 0.251 -0.195
H -1.191 1.752 1.706
H -1.203 2.493 0.108
H -0.275 3.278 1.396
H 0.847 2.292 -1.486
H 1.402 3.379 -0.220
H 2.435 2.006 -0.640
H 2.311 -1.137 3.933
H 3.004 0.531 3.911
H 3.166 -0.491 2.494
H -0.443 1.557 3.633
H 1.180 1.760 4.413
H 0.233 0.282 4.641
H 0.601 -1.723 2.744
H -0.736 -0.612 2.516
C -0.634 6.755 2.232
Br 0.714 5.373 2.227
Br -2.386 6.067 1.836
Br -0.618 7.712 3.902
H -0.391 7.468 1.461
C 4.545 3.012 5.550
Br 3.311 1.832 6.444
Br 5.741 3.855 6.800
Br 5.498 2.110 4.147
H 3.958 3.794 5.090
C -5.703 5.779 -1.085
Br -4.589 4.328 -1.678
Br -7.413 5.801 -1.961
Br -5.921 5.778 0.824
H -5.194 6.697 -1.343
C 7.629 -4.094 -2.348
Br 8.680 -4.414 -3.920
Br 5.788 -4.575 -2.646
Br 8.381 -4.988 -0.826
H 7.657 -3.033 -2.141
C 1.501 1.931 -5.824
Br 2.552 1.541 -4.277
Br 1.281 0.356 -6.908
Br -0.183 2.712 -5.352
H 2.048 2.652 -6.415
C 2.434 -6.084 5.191
Br 1.280 -5.091 4.017
Br 3.644 -7.212 4.204
Br 3.373 -4.923 6.401
H 1.807 -6.733 5.784
C 3.698 0.468 -10.184
Br 2.689 0.672 -11.808
Br 5.434 -0.290 -10.509
Br 3.823 2.125 -9.216
H 3.158 -0.225 -9.553
C -9.699 7.545 1.717
Br -10.163 5.845 0.948
Br -8.797 8.674 0.446
Br -11.236 8.423 2.473
H -9.010 7.353 2.527
C -9.222 2.075 3.386
Br -8.178 1.005 4.595
Br -8.130 3.273 2.354
Br -10.326 0.981 2.249
H -9.886 2.681 3.987
C -2.832 9.417 -1.532
Br -1.380 8.303 -0.916
Br -3.911 8.553 -2.870
Br -3.902 10.035 -0.060
H -2.389 10.283 -2.003
C 9.031 -5.740 -8.148
Br 10.373 -6.000 -6.793
Br 8.698 -7.360 -9.129
Br 7.409 -5.008 -7.421
H 9.423 -5.017 -8.848
C 5.424 -2.134 -5.407
Br 4.431 -3.294 -6.572
Br 6.201 -0.644 -6.340
Br 4.345 -1.533 -3.922
H 6.237 -2.730 -5.012
C -12.668 -0.594 5.081
Br -11.333 -1.975 5.134
Br -14.413 -1.303 4.697
Br -12.664 0.456 6.693
H -12.404 0.069 4.268
C 4.811 -8.099 -0.520
Br 3.454 -7.736 -1.837
Br 6.415 -8.782 -1.328
Br 5.177 -6.546 0.554
H 4.425 -8.865 0.138
C -3.918 -7.465 1.898
Br -5.109 -5.955 1.933
Br -4.478 -8.784 0.616
Br -2.094 -6.926 1.600
H -3.960 -7.927 2.874
C -10.190 6.571 -4.641
Br -11.710 5.995 -5.669
Br -9.413 8.178 -5.358
Br -10.627 6.772 -2.778
H -9.441 5.795 -4.714
```

Summary:
**F_max**: 2.163 eV Å⁻¹
**Expectation value of S²**: 0.754
**LUMO energy (spin up / spin down)**: -0.4 / -0.4 eV
**HOMO level (spin up / spin down)**: -0.3098 / -0.3434 Ha
**Spin multiplicity**: 2



Molecular formula: C34H49N2O2
Method: DFT, ωB97M-V with the def2-TZVPD basis set

The geometry in XYZ format:
```
87
C34H49N2O2 (ωB97M-V with the def2-TZVPD basis set)
C -4.224 0.184 -2.943
C -3.563 -1.024 -2.606
C -2.459 -1.622 -3.536
C -1.124 -2.026 -2.998
C -0.809 -1.835 -1.471
C -0.149 -3.113 -0.789
O 0.839 -2.679 0.150
C 0.352 -2.658 1.501
C 0.418 -1.195 2.147
O -0.413 -1.254 3.323
C 0.071 -0.446 4.359
C 1.252 -0.790 5.205
C 1.689 0.094 6.318
C 0.981 1.376 6.643
C 1.479 2.248 7.883
C 2.970 2.730 7.684
C 1.530 1.189 9.107
C 0.439 3.359 8.322
C 0.747 4.855 7.901
C -0.628 5.662 8.160
C 1.811 5.595 8.856
C 1.065 5.070 6.353
C -0.174 1.721 5.790
C -0.606 0.837 4.680
C -0.086 -2.584 -3.954
C -0.341 -2.732 -5.397
C 0.814 -3.284 -6.325
C 1.193 -2.257 -7.505
C 1.406 -3.147 -8.807
C 2.033 -2.365 -10.024
C 1.133 -1.129 -10.502
N -0.001 -1.609 -11.347
C -1.683 -2.324 -5.949
C -2.013 -2.453 -7.398
N -3.244 -2.101 -7.904
C -4.277 -1.597 -7.082
C -4.065 -1.436 -5.642
C -2.737 -1.785 -5.000
H -5.302 0.193 -3.292
H -3.728 1.191 -2.832
H -3.820 -1.547 -1.635
H -0.050 -0.997 -1.406
H -1.718 -1.524 -0.890
H -0.910 -3.827 -0.355
H 0.408 -3.687 -1.595
H -0.711 -3.018 1.617
H 1.016 -3.324 2.136
H 1.478 -0.879 2.337
H -0.117 -0.523 1.403
H 1.773 -1.759 4.991
H 2.568 -0.193 6.958
H 3.614 1.793 7.679
H 3.145 3.200 6.668
H 3.367 3.372 8.515
H 1.774 1.759 10.052
H 2.401 0.503 8.905
H 0.557 0.634 9.154
H -0.622 3.117 8.001
H 0.402 3.345 9.458
H -1.538 5.023 7.976
H -0.722 6.575 7.512
H -0.681 6.023 9.236
H 2.868 5.480 8.503
H 1.680 5.104 9.872
H 1.473 6.662 8.967
H 0.723 6.105 6.038
H 0.614 4.298 5.677
H 2.189 5.083 6.219
H -0.761 2.661 5.957
H -1.486 1.120 4.033
H 0.926 -2.881 -3.573
H 0.515 -4.294 -6.748
H 1.690 -3.485 -5.644
H 2.161 -1.765 -7.202
H 0.390 -1.485 -7.628
H 0.433 -3.603 -9.160
H 2.111 -3.998 -8.561
H 3.071 -1.973 -9.780
H 2.153 -3.030 -10.930
H 1.759 -0.434 -11.132
H 0.756 -0.575 -9.592
H -0.816 -1.008 -11.183
H 0.253 -1.473 -12.334
H -1.251 -2.842 -8.126
H -3.437 -2.201 -8.908
H -5.284 -1.334 -7.503
H -4.937 -1.060 -5.053
```

Summary:
**Net charge**: +1
**F_max**: 4.139 eV Å⁻¹
**SMILES**: C=Cc1c(CCOCCOc2ccc(C(C)(C)CC(C)(C)C)cc2)cc(CCCCCN)c2c[nH+]ccc12
**LUMO energy**: -4.4 eV
**HOMO level**: -0.3616 Ha
**Spin multiplicity**: 1



Molecular formula: C34H49N7O3S
Method: DFT, ωB97M-V with the def2-TZVPD basis set

The geometry in XYZ format:
```
94
C34H49N7O3S (ωB97M-V with the def2-TZVPD basis set)
C -2.179 -0.796 -2.467
O -2.550 -1.754 -3.478
S -2.218 -1.247 -5.007
O -1.935 -2.457 -5.722
O -3.686 -0.855 -5.550
C -4.337 0.263 -4.901
C -5.842 0.111 -5.045
C -6.493 -0.754 -3.959
C -6.403 -2.246 -4.282
C -7.946 -0.324 -3.719
H -1.269 -1.121 -1.964
H -1.994 0.186 -2.897
H -2.979 -0.731 -1.736
H -4.094 0.298 -3.841
H -3.993 1.177 -5.381
H -6.269 1.113 -5.014
H -6.033 -0.328 -6.024
H -5.945 -0.581 -3.030
H -6.489 -2.841 -3.376
H -5.454 -2.495 -4.752
H -7.199 -2.545 -4.964
H -7.992 0.483 -2.989
H -8.533 -1.151 -3.327
H -8.410 0.035 -4.636
N 2.106 -1.946 1.105
C 2.636 -1.596 -0.110
C 1.874 -2.183 -1.082
C 0.841 -2.913 -0.428
C 1.009 -2.748 0.920
H 2.472 -1.663 1.997
H 3.497 -0.954 -0.168
H 2.038 -2.104 -2.144
H 0.069 -3.498 -0.897
H 0.451 -3.131 1.758
N 6.076 0.810 0.865
C 5.373 -0.027 1.686
C 4.909 0.711 2.743
C 5.352 2.046 2.550
C 6.071 2.074 1.385
H 6.528 0.538 0.011
H 5.261 -1.072 1.447
H 4.314 0.338 3.561
H 5.156 2.884 3.196
H 6.574 2.880 0.879
N 0.371 0.691 2.010
C -0.935 0.922 1.689
C -1.316 2.089 2.295
C -0.192 2.579 3.015
C 0.834 1.694 2.816
H 0.899 -0.101 1.696
H -1.475 0.238 1.057
H -2.289 2.546 2.226
H -0.142 3.479 3.603
H 1.852 1.699 3.169
N -0.616 -4.499 -3.542
C -0.797 -5.569 -2.709
C -0.258 -6.671 -3.317
C 0.265 -6.247 -4.570
C 0.023 -4.904 -4.679
H -0.930 -3.561 -3.368
H -1.293 -5.458 -1.760
H -0.245 -7.669 -2.913
H 0.753 -6.860 -5.309
H 0.238 -4.205 -5.469
N 6.506 5.400 3.809
C 5.897 5.151 5.009
C 6.298 6.118 5.890
C 7.186 6.983 5.195
C 7.294 6.513 3.914
H 6.399 4.847 2.979
H 5.233 4.313 5.137
H 5.990 6.197 6.919
H 7.688 7.850 5.591
H 7.861 6.874 3.074
N -5.260 3.264 -0.941
C -4.766 3.325 -2.213
C -3.527 2.738 -2.209
C -3.266 2.307 -0.879
C -4.356 2.647 -0.123
H -6.150 3.622 -0.651
H -5.333 3.775 -3.010
H -2.883 2.632 -3.067
H -2.386 1.804 -0.517
H -4.564 2.501 0.923
N 3.470 -2.020 4.823
C 2.310 -1.304 4.978
C 1.940 -1.392 6.292
C 2.912 -2.190 6.954
C 3.843 -2.562 6.022
H 3.974 -2.131 3.963
H 1.848 -0.790 4.150
H 1.070 -0.933 6.730
H 2.927 -2.458 7.996
H 4.734 -3.159 6.109
```

Summary:
**F_max**: 0.494 eV Å⁻¹
**LUMO energy**: 0.4 eV
**HOMO level**: -0.2889 Ha
**Spin multiplicity**: 1



> What is the formula in the first record?

C34H48MoN2PS3Sb2Se4



> Which formula does entry 2 have?

C34H49Br48INO3



> Look up the spin multiplicity of the fourth one.

1



> What is the spin multiplicity in the third record?

1